# 1
12
Properties=species:S:1:pos:R:3 method="wB97M-V/def2-TZVPD" e_homo_ev=-9.088 charge=0 gap_ev=9.51 e_above_lowest_kcal_mol=111.6 lumo_ev=0.422
C -1.95 -1.11 0.42
C -0.94 -0.50 0.40
C 0.25 0.28 0.40
N 0.37 1.31 -0.62
O 2.77 0.67 0.26
O 1.77 -1.20 -1.01
S 1.93 -0.49 0.49
H -2.58 -1.86 0.76
H 0.07 0.71 1.80
H 1.95 -2.18 -1.10
H -0.40 1.90 -0.81
H 1.29 1.58 -0.61


# 2
11
Properties=species:S:1:pos:R:3 method="wB97M-V/def2-TZVPD" e_homo_ev=-8.621 charge=0 gap_ev=8.67 e_above_lowest_kcal_mol=72.8 lumo_ev=0.045
C 0.59 -0.32 -0.17
C -1.62 1.03 -0.18
H 3.53 0.91 0.26
H 0.94 -1.11 -0.82
H -1.49 -1.86 1.23
H -2.77 0.65 -0.10
N 1.41 0.46 0.38
N -0.81 -0.16 -0.05
S 2.90 -0.24 -0.23
S -1.76 -1.72 -0.16
S -0.92 2.36 -0.15


# 3
91
Properties=species:S:1:pos:R:3 method="wB97M-V/def2-TZVPD" e_homo_ev="-11.821 / -11.821" charge=+2 gap_ev="4.28 / 4.28" e_above_lowest_kcal_mol=0.0 lumo_ev="-7.545 / -7.544"
Sn 0.18 -0.62 0.53
C 5.08 0.40 0.16
C 3.87 -0.53 0.31
C 3.39 -0.52 1.76
P 2.43 -0.21 -0.81
C 2.75 -1.01 -2.45
C 1.76 -0.47 -3.47
C 4.19 -0.89 -2.94
C 2.24 1.52 -1.24
C 3.32 2.27 -1.74
C 3.16 3.54 -2.22
C 4.34 4.36 -2.67
C 1.86 4.03 -2.32
C 0.78 3.30 -1.85
C 0.95 2.07 -1.21
N -0.10 1.35 -0.64
C -1.28 1.96 -0.21
C -1.35 3.28 0.26
C -2.55 3.80 0.73
C -3.71 3.04 0.76
C -5.02 3.61 1.23
C -3.62 1.72 0.36
C -2.42 1.17 -0.11
P -2.27 -0.53 -0.67
C -2.97 -0.52 -2.39
C -1.89 -0.18 -3.41
C -4.16 0.42 -2.53
C -3.35 -1.60 0.39
C -4.85 -1.62 0.10
C -3.05 -1.36 1.87
H 5.85 0.05 0.85
H 4.83 1.42 0.43
H 5.51 0.38 -0.83
H 4.16 -1.55 0.04
H 2.98 0.45 2.04
H 4.23 -0.73 2.43
H 2.63 -1.29 1.95
H 2.53 -2.07 -2.27
H 2.03 0.53 -3.80
H 0.75 -0.42 -3.05
H 1.73 -1.13 -4.34
H 4.46 0.14 -3.17
H 4.28 -1.47 -3.86
H 4.92 -1.30 -2.23
H 4.31 1.84 -1.78
H 5.26 3.78 -2.67
H 4.48 5.22 -2.01
H 4.18 4.76 -3.68
H 1.69 4.99 -2.79
H -0.22 3.68 -2.01
H -0.45 3.87 0.32
H -2.57 4.82 1.10
H -4.98 4.69 1.29
H -5.29 3.22 2.21
H -5.83 3.33 0.55
H -4.52 1.12 0.39
H -3.29 -1.55 -2.55
H -1.49 0.82 -3.24
H -2.32 -0.20 -4.41
H -1.08 -0.90 -3.38
H -3.85 1.46 -2.45
H -4.96 0.24 -1.81
H -4.58 0.28 -3.53
H -2.97 -2.60 0.13
H -5.35 -0.69 0.38
H -5.30 -2.41 0.70
H -5.08 -1.83 -0.94
H -3.25 -0.33 2.16
H -2.01 -1.58 2.13
H -3.68 -2.01 2.47
C 0.42 -3.48 4.45
C 0.38 -1.99 4.61
C 0.39 -1.39 5.86
C 0.35 -0.01 5.90
N 0.30 0.74 4.80
C 0.28 0.07 3.66
S 0.18 1.11 2.24
N 0.32 -1.25 3.49
H 0.52 -3.98 5.41
H 1.26 -3.77 3.81
H -0.51 -3.82 3.98
H 0.42 -1.98 6.76
H 0.37 0.53 6.84
N 0.06 -5.69 -0.67
C 0.10 -4.59 0.06
N -0.34 -4.63 1.31
S 0.74 -3.15 -0.63
H -0.26 -6.57 -0.29
H 0.40 -5.67 -1.61
H -0.64 -5.49 1.74
H -0.21 -3.83 1.91